Computed, not measured: a molecular structure, C44H47BrN7O4STi, with wB97M-V/def2-TZVPD.

Atoms and positions in Å:
Br (3.294, -0.454, 0.279)
Ti (0.760, 0.627, -0.958)
S (-4.858, -1.578, -2.685)
O (1.466, 3.569, -3.816)
O (-2.964, 2.325, -1.618)
O (-1.095, -2.813, -2.151)
O (-1.054, 1.076, -0.573)
N (0.275, 0.346, -2.870)
N (-4.063, -3.640, -1.126)
N (1.823, 2.064, -1.993)
N (-0.392, 1.816, 1.536)
N (0.860, 1.297, 1.154)
N (0.456, -1.458, -1.141)
N (-6.430, -3.176, -1.205)
C (-3.264, 4.781, 1.697)
C (0.372, 1.404, -3.731)
C (-3.993, -5.099, -0.808)
C (-5.091, -2.909, -1.623)
C (-0.601, -0.662, -3.081)
C (4.612, 1.567, -2.400)
C (3.174, 0.875, 1.708)
C (-0.504, -1.731, -2.062)
C (2.685, -4.314, -0.527)
C (2.226, 4.079, -0.637)
C (-2.562, -5.663, -1.006)
C (5.589, 1.245, 4.604)
C (0.784, 4.409, -0.478)
C (-1.052, 0.232, -5.223)
C (2.425, -4.625, 0.845)
C (-4.115, 4.052, -0.438)
C (-1.482, 1.509, 0.687)
C (-3.980, 5.054, 0.547)
C (4.077, 2.666, -1.497)
C (4.313, 1.046, 4.018)
C (-2.375, 2.707, 0.674)
C (1.958, 1.532, 1.917)
C (3.198, 4.799, 0.119)
C (4.289, 0.876, 2.592)
C (1.053, -2.491, -0.407)
C (4.982, 3.435, -0.747)
C (1.496, -3.818, 1.542)
C (-2.527, 3.588, 1.786)
C (1.965, -3.294, -1.184)
C (2.347, -3.043, -2.638)
C (-0.335, 1.344, -4.958)
C (3.390, 0.622, 6.233)
C (-6.805, -3.514, 0.146)
C (-1.216, -0.834, -4.322)
C (-3.165, 2.963, -0.462)
C (2.708, 2.985, -1.360)
C (-8.236, -3.005, 0.463)
C (4.513, 4.533, -0.007)
C (-0.291, -2.099, 1.755)
C (1.279, 2.494, -3.231)
C (0.813, -2.805, 0.947)
C (4.702, 0.694, 6.806)
C (5.814, 0.923, 5.951)
C (3.240, 0.664, 4.844)
H (3.492, -4.799, -1.039)
H (2.802, 5.571, 0.822)
H (-4.260, 6.031, 0.202)
H (4.779, 0.615, 7.873)
H (-2.056, 0.581, 1.050)
H (-2.590, -6.035, -2.067)
H (-0.215, -2.631, 2.685)
H (1.199, -3.977, 2.603)
H (-0.458, 2.269, -5.551)
H (-1.256, -2.307, 1.292)
H (-3.243, -3.270, -1.559)
H (5.119, 1.949, -3.335)
H (6.311, 1.812, 3.980)
H (-1.854, 3.433, 2.612)
H (1.949, -2.141, -2.948)
H (-1.861, -4.825, -0.861)
H (-0.636, 1.896, 2.486)
H (1.884, 2.440, 2.590)
H (-6.994, -2.463, -1.669)
H (-3.117, 5.359, 2.619)
H (3.828, 0.927, -2.809)
H (0.301, 4.302, -1.473)
H (2.931, -5.485, 1.294)
H (-1.937, -1.654, -4.495)
H (3.447, -3.096, -2.788)
H (6.816, 0.900, 6.331)
H (-2.288, -6.469, -0.358)
H (-4.862, 4.087, -1.209)
H (5.263, 0.614, 2.146)
H (5.986, 3.068, -0.683)
H (1.924, -3.844, -3.304)
H (-4.781, -5.654, -1.393)
H (0.333, 3.816, 0.320)
H (-4.294, -5.260, 0.265)
H (-6.029, -3.148, 0.843)
H (-2.189, 1.770, -1.420)
H (5.271, 5.233, 0.369)
H (2.546, 0.540, 6.893)
H (-8.629, -3.563, 1.320)
H (-1.400, 0.000, -6.222)
H (-8.182, -1.984, 0.818)
H (-8.816, -3.045, -0.450)
H (-0.211, -1.033, 1.894)
H (2.290, 0.493, 4.363)
H (5.364, 0.963, -1.925)
H (-6.937, -4.658, 0.266)
H (0.776, 5.496, -0.267)

Computed properties:
energy relative to the best compared isomer or geometry (same formula, charge and spin) = 2.382 eV
charge = -1
gap between HOMO and LUMO (alpha / beta) = 5.29 / 6.33 eV
spin multiplicity = 3
strongest force on any atom = 3.25 eV Å⁻¹
<S²> = 2.05

Here are the Löwdin charges for atoms 1 to 8, given in e: 0.914 0.962 0.538 0.052 0.064 0.029 -0.272 0.021